[1]
110
Properties=species:S:1:pos:R:3:forces:R:3:lowdin_spin:R:1 method="wB97M-V/def2-TZVPD" e_tot_ev=-183935.367 total_charge=+2 relative_energy_ev=1.256 s_squared=0.761 spin_multiplicity=2 homo_ev="-12.5 / -13.0" lumo_ev="-5.73 / -6.06"
Ru -1.302 -0.466 -0.229 0.062 0.464 -0.052 0.203
Se 3.191 0.847 -1.166 -0.035 0.137 0.070 0.001
Ge 4.655 3.835 -1.048 0.040 0.084 0.046 0.000
P -1.244 -2.913 -0.015 0.053 -0.149 0.062 0.002
P -1.486 1.818 0.274 0.232 -0.059 -0.160 0.486
N 1.478 0.130 1.646 -0.373 0.167 -0.206 0.003
N 0.979 -2.058 1.156 -0.267 -0.006 -0.242 0.000
N -3.285 -0.441 -1.411 0.024 0.063 -0.003 0.020
N -0.201 -0.101 -2.043 0.013 -0.157 0.195 -0.004
C 3.066 4.943 -0.758 -0.041 -0.081 -0.014 0.000
C -1.587 3.447 -0.638 -0.023 -0.019 -0.048 0.058
C -2.249 0.337 2.282 0.246 0.052 0.025 0.001
C -2.388 -5.019 1.580 0.010 -0.035 -0.001 0.000
C 2.697 -3.079 2.694 -0.004 0.023 -0.067 0.000
C -1.404 -4.134 -1.435 0.026 0.023 -0.038 -0.001
C -0.611 -3.531 -2.600 -0.095 0.130 0.037 0.000
C 4.049 2.294 -2.149 0.000 -0.028 -0.054 0.000
C -2.955 3.677 -1.295 0.045 -0.003 0.005 0.029
C -0.823 -5.530 -1.171 0.032 0.009 -0.008 0.000
C -2.211 0.346 -3.523 0.012 -0.052 0.097 0.000
C -3.860 2.183 1.755 0.001 -0.060 0.020 0.021
C 3.684 -2.753 3.620 0.041 -0.007 0.032 0.000
C 2.005 -2.040 2.100 0.276 0.058 0.127 0.000
C -2.873 -4.270 -1.848 -0.055 0.014 0.001 0.000
C -1.681 -2.978 2.733 0.012 0.027 0.001 0.000
C 0.475 -3.272 0.560 0.050 -0.034 -0.108 0.003
C 6.032 4.768 -2.058 -0.042 -0.018 -0.037 0.000
C 4.779 -0.083 -0.541 -0.013 -0.038 0.023 0.000
C -0.501 3.410 -1.725 0.009 -0.009 -0.002 0.008
C 3.291 -0.387 3.340 0.002 -0.109 -0.026 0.000
C -1.291 4.613 0.309 0.035 0.000 0.050 0.013
C -0.766 -0.112 -3.422 0.000 0.036 -0.052 -0.001
C -2.307 -3.497 1.429 0.042 -0.087 -0.025 -0.002
C -2.379 1.816 1.899 -0.170 0.015 -0.075 0.050
C 3.980 -1.434 3.944 -0.002 0.025 -0.001 0.000
C 5.333 3.248 0.693 -0.008 -0.080 -0.069 0.000
C -1.741 2.655 3.007 0.074 -0.004 0.035 0.018
C 1.724 1.370 1.424 0.162 -0.273 -0.075 0.022
C -3.221 -0.602 -2.885 0.057 -0.031 0.025 0.001
C 2.313 -0.723 2.428 0.096 0.073 -0.003 0.001
C -3.737 -2.966 1.268 0.006 0.085 -0.016 0.000
B 0.455 -0.774 0.822 0.066 0.081 0.332 0.017
H -0.686 -1.120 -3.822 0.029 0.118 -0.040 0.000
H -4.368 2.012 2.708 -0.008 0.001 0.013 0.004
H 3.519 0.640 3.593 -0.015 0.024 0.015 0.000
H 5.212 -0.657 -1.356 -0.010 0.022 -0.014 0.000
H 2.557 1.868 1.907 -0.018 0.001 0.031 0.001
H -3.922 -1.133 -1.026 0.009 -0.023 -0.059 0.000
H 2.365 4.443 -0.084 -0.013 -0.002 -0.010 0.000
H -2.956 -5.497 0.785 0.007 0.004 0.014 0.000
H -3.209 2.900 -2.013 -0.002 -0.077 -0.042 0.002
H -0.345 4.487 0.840 0.008 -0.008 0.006 0.003
H 0.200 -5.497 -0.794 0.001 -0.002 -0.003 0.000
H -2.903 -5.237 2.518 -0.007 0.000 0.005 0.000
H -0.907 -2.499 -2.774 0.006 -0.210 0.058 0.000
H -4.211 -0.446 -3.318 0.022 0.035 -0.032 0.000
H -1.380 -1.937 2.694 -0.023 0.041 -0.012 0.000
H -3.780 -1.879 1.190 0.009 0.006 0.017 0.000
H -2.932 -1.631 -3.098 -0.046 0.017 -0.007 0.000
H 5.659 5.070 -3.037 0.003 0.001 -0.005 0.000
H 0.467 -3.560 -2.430 0.030 0.023 0.037 0.000
H -0.431 4.392 -2.197 -0.009 0.013 -0.002 0.000
H 5.304 4.077 1.399 -0.016 0.039 -0.004 0.000
H 4.727 2.433 1.093 0.012 0.015 0.035 0.000
H -0.803 -3.564 3.008 0.004 0.007 -0.002 0.000
H -3.456 -4.831 -1.120 0.024 0.017 -0.025 0.000
H -4.232 -3.390 0.395 -0.004 -0.004 -0.018 0.000
H -0.787 -6.062 -2.124 -0.008 0.002 -0.013 0.000
H 2.500 -4.113 2.446 -0.018 -0.003 0.002 0.000
H 4.848 1.860 -2.750 0.011 -0.033 0.045 0.000
H -0.809 -4.102 -3.508 0.009 -0.029 -0.016 0.000
H -2.408 -3.089 3.540 -0.003 -0.016 0.011 0.000
H 1.072 -3.537 -0.317 0.034 -0.061 0.055 0.000
H -4.364 1.575 0.999 0.002 0.011 -0.006 0.002
H 0.659 -0.646 -2.050 -0.081 -0.073 -0.028 0.000
H -2.134 2.328 3.973 -0.027 0.019 0.018 0.002
H -3.716 0.458 -1.213 -0.007 -0.041 -0.023 0.004
H 3.333 5.899 -0.309 0.036 -0.002 0.013 0.000
H 6.893 4.115 -2.206 0.009 0.003 -0.007 0.000
H 0.519 -4.118 1.248 -0.078 0.043 0.045 0.000
H -2.935 4.625 -1.839 0.016 0.009 -0.005 0.005
H 1.049 1.928 0.789 -0.043 -0.008 0.037 0.023
H -3.758 3.739 -0.565 -0.022 0.013 0.034 0.001
H -2.964 0.058 3.060 -0.065 -0.065 -0.060 0.000
H -3.358 -3.303 -1.993 0.002 -0.006 0.004 0.000
H 4.236 -3.550 4.098 0.007 -0.007 0.014 0.000
H 6.368 5.661 -1.533 -0.015 0.003 0.035 0.000
H -1.965 3.714 2.906 0.004 0.003 -0.012 0.000
H -3.995 3.232 1.500 0.011 0.013 -0.004 0.000
H -1.404 -5.484 1.640 0.002 -0.003 -0.003 0.000
H 4.749 -1.217 4.671 0.008 -0.008 0.007 0.000
H 2.556 5.142 -1.701 -0.005 0.014 0.002 0.000
H -2.931 -4.810 -2.795 -0.001 -0.009 -0.006 0.000
H -2.083 4.754 1.043 -0.009 -0.011 -0.006 0.000
H -4.324 -3.249 2.143 -0.009 -0.020 0.006 0.000
H 4.484 -0.751 0.266 -0.017 -0.011 -0.013 0.000
H -1.421 -6.128 -0.495 -0.024 -0.009 0.034 0.000
H 5.493 0.643 -0.166 0.025 0.024 0.012 0.000
H -2.497 -0.343 1.426 -0.155 -0.128 0.007 0.000
H 0.132 0.842 -1.871 0.002 -0.011 0.034 0.000
H -0.734 2.698 -2.519 -0.013 -0.035 0.015 0.000
H -2.332 1.345 -3.104 0.000 0.094 0.033 0.000
H -0.655 2.538 3.039 -0.016 -0.027 -0.006 0.003
H 3.288 2.646 -2.848 0.031 0.031 -0.007 0.000
H -0.120 0.514 -4.042 -0.096 0.042 -0.041 0.000
H -2.441 0.438 -4.585 -0.036 -0.033 -0.006 0.000
H -1.250 0.113 2.650 -0.039 0.042 0.040 0.000
H 0.488 3.179 -1.315 -0.004 0.009 0.011 0.003
H 6.366 2.907 0.625 -0.002 -0.025 -0.005 0.000
H -1.222 5.532 -0.276 -0.003 0.013 -0.003 0.001

---

[2]
121
Properties=species:S:1:pos:R:3:forces:R:3:mulliken_charge:R:1 method="wB97M-V/def2-TZVPD" e_tot_ev=-1171327.755 total_charge=+1 relative_energy_ev=0.000 spin_multiplicity=1 homo_ev=-11.1 lumo_ev=-2.60
Br 1.021 6.104 -5.026 -0.047 -0.029 -0.085 -0.136
Br -0.076 1.726 3.333 -0.153 0.147 0.077 0.026
Br -0.746 -7.437 4.262 -0.071 -0.024 0.064 -0.153
Br 3.325 -4.694 1.094 -0.009 0.118 -0.133 0.093
Br 4.043 4.929 -6.776 -0.046 0.095 -0.103 -0.148
Br -1.812 4.116 0.467 0.080 0.149 -0.034 -0.091
Br 1.162 5.361 -1.323 -0.016 -0.124 0.071 -0.113
Br -4.284 1.442 -0.334 -0.278 -0.033 0.052 -0.010
Br 4.736 4.528 -0.724 -0.019 0.023 0.090 -0.144
Br 4.430 2.691 -3.822 0.009 -0.096 0.058 -0.128
Br 2.042 -8.618 2.203 -0.035 0.011 -0.021 -0.114
Br -7.105 3.732 0.138 0.044 -0.035 0.015 -0.107
Br 2.583 1.886 5.840 -0.016 -0.020 -0.058 -0.138
Br -2.996 8.907 -2.128 0.004 -0.020 0.003 -0.129
Br -5.377 7.226 0.084 0.039 0.035 -0.015 -0.141
Br 6.239 -6.106 2.740 -0.060 -0.013 0.004 -0.127
P -2.156 -1.239 0.692 0.345 -0.056 0.486 1.376
O -2.683 -0.163 1.810 -0.047 0.328 0.350 -0.528
O -3.536 -1.823 0.090 -0.349 0.114 -0.246 -0.521
N 0.342 -1.463 2.517 0.037 0.269 -0.174 0.421
N -2.139 -2.366 3.356 -0.166 -0.215 -0.162 0.376
C -1.399 -3.107 -1.665 -0.012 -0.021 0.282 1.479
C 0.259 -3.871 2.851 0.353 0.115 -0.149 -0.668
C 3.791 6.498 -5.658 0.010 -0.051 -0.028 -0.616
C 1.703 -1.138 2.074 0.321 -0.222 0.069 -0.535
C 6.050 3.238 -2.903 -0.055 -0.063 -0.062 -0.626
C 1.924 -7.054 3.344 0.198 -0.135 0.101 0.220
C -1.011 0.870 -1.985 -0.141 0.046 -0.274 0.354
C -0.718 5.624 -1.735 0.023 0.010 0.062 -0.544
C 0.417 -1.126 -2.793 0.262 0.048 -0.007 0.826
C 5.454 -6.596 1.032 0.032 -0.009 0.057 -0.467
C -2.365 -3.975 1.486 -0.227 -0.136 0.353 -1.553
C -0.414 -3.582 -2.729 -0.217 -0.193 -0.095 -0.751
C 1.167 -7.324 4.618 -0.084 0.106 -0.146 -0.647
C -5.727 8.222 -1.548 0.021 -0.035 0.068 -0.569
C -2.246 -4.236 -1.065 -0.152 -0.244 -0.463 -1.653
C -0.468 0.074 -3.188 -0.105 0.060 0.045 -1.118
C 0.901 3.283 3.977 -0.011 -0.038 -0.047 -0.617
C -1.751 -4.706 0.295 0.016 -0.494 -0.050 -0.710
C 4.949 -5.396 0.278 -0.016 -0.058 -0.009 -0.644
C 2.346 2.957 4.236 0.042 -0.022 0.066 -0.602
C 2.883 6.232 -4.486 -0.022 -0.003 0.061 -0.258
C 0.187 -2.445 -3.562 0.217 0.014 -0.030 -1.110
C -1.683 -3.356 4.405 0.117 -0.205 0.179 -0.888
C -0.195 -3.653 4.285 0.183 -0.034 0.271 -0.775
C 1.789 -0.461 0.705 0.169 -0.141 -0.010 -0.628
C -1.551 5.798 -0.490 0.108 -0.071 -0.004 0.053
C 5.891 3.126 -1.411 0.007 0.074 0.016 -0.483
C -5.362 2.356 -1.671 0.057 0.051 -0.010 -0.656
C -1.698 -2.670 1.912 -0.138 0.222 -0.058 -0.135
C -0.179 -2.703 1.952 0.158 -0.389 0.210 -0.557
C -5.712 3.748 -1.213 -0.091 0.004 0.026 -0.251
C -4.654 8.001 -2.581 0.046 0.018 -0.008 -0.555
H -4.744 2.389 -2.566 0.028 0.022 0.001 0.382
H -2.014 0.529 -1.695 0.408 0.002 -0.018 -0.166
H -6.239 1.745 -1.853 -0.003 -0.012 0.007 0.414
H -2.038 -2.314 -2.068 0.052 -0.072 -0.077 0.372
H 5.658 -4.575 0.264 0.030 -0.016 0.002 0.405
H -3.413 -3.768 1.229 0.147 -0.081 0.195 0.737
H 4.681 -5.672 -0.739 -0.048 0.002 0.014 0.386
H -1.922 -2.937 5.387 -0.024 0.114 -0.210 0.483
H 0.379 3.618 4.867 0.021 0.020 0.010 0.411
H 6.848 3.241 -0.907 0.001 0.044 -0.021 0.359
H 1.297 -6.499 5.315 0.009 -0.012 0.006 0.383
H -1.100 1.935 -2.224 -0.027 -0.082 0.039 0.020
H -4.406 6.948 -2.686 -0.042 -0.013 -0.043 0.237
H -1.085 6.486 0.209 -0.044 0.024 0.019 0.400
H -0.951 -4.264 -3.401 0.129 0.055 0.068 0.398
H -1.308 -0.272 -3.800 0.052 0.030 0.056 0.404
H 0.317 -1.292 -1.711 0.049 0.019 -0.344 -1.189
H -2.012 -5.764 0.421 0.045 0.136 -0.015 0.652
H 6.237 -7.094 0.464 0.027 0.027 0.006 0.395
H -4.364 -1.591 0.523 -0.143 0.047 -0.072 0.405
H -3.159 -2.341 3.374 0.023 0.084 0.028 0.406
H -2.286 -4.261 4.296 0.121 0.154 -0.124 0.293
H 1.457 -0.839 -2.959 0.023 0.083 0.193 0.740
H 2.951 -6.768 3.564 -0.002 0.016 0.032 0.302
H 2.911 3.873 4.394 -0.008 0.007 0.024 0.413
H 0.179 -2.877 0.923 -0.073 0.091 0.241 0.293
H 3.402 7.277 -6.305 0.022 0.037 0.014 0.410
H 0.811 4.027 3.190 -0.011 0.014 -0.069 0.315
H -0.122 -4.819 2.464 0.050 0.080 -0.023 0.018
H -2.546 6.157 -0.736 -0.041 0.011 -0.021 -0.326
H 4.782 6.776 -5.305 0.002 -0.002 0.019 0.378
H 0.994 0.279 0.571 0.078 -0.055 0.043 -0.098
H 5.435 2.184 -1.129 0.014 -0.055 0.035 0.293
H 1.454 -8.254 5.097 0.003 -0.020 -0.018 0.488
H 0.107 0.753 -3.828 -0.054 -0.149 0.038 0.470
H 0.375 -4.187 -2.264 -0.071 0.116 0.048 0.341
H -0.827 -2.640 -0.843 -0.183 -0.108 -0.440 -1.397
H -4.964 8.400 -3.544 0.002 0.029 0.008 0.416
H -4.857 4.258 -0.778 0.013 0.029 -0.002 -0.058
H 6.256 4.256 -3.217 0.053 0.001 -0.001 0.340
H -3.301 -3.938 -1.000 0.284 -0.131 0.004 0.330
H -1.810 -1.432 3.609 0.095 0.031 -0.079 0.592
H 1.353 -3.924 2.846 -0.144 -0.071 0.024 0.388
H 3.118 5.301 -3.977 0.016 0.039 0.004 0.000
H 1.456 -6.279 2.750 0.033 -0.003 0.019 -0.450
H -2.388 -4.669 2.332 0.114 0.069 -0.082 0.351
H -0.453 -2.270 -4.433 0.018 0.109 0.106 0.357
H 2.786 2.394 3.420 0.018 0.045 -0.035 0.300
H -2.220 -5.101 -1.738 0.003 0.163 -0.008 0.526
H -6.686 7.868 -1.921 0.003 -0.017 0.007 0.348
H -0.212 -0.634 2.309 -0.171 -0.296 -0.156 -0.410
H 2.170 -0.522 2.847 -0.092 0.034 -0.085 0.481
H -0.655 -4.666 0.319 -0.157 -0.087 0.001 0.293
H -3.608 -0.219 2.075 -0.117 0.193 0.062 0.341
H 2.929 7.057 -3.779 -0.004 0.007 -0.003 0.371
H 1.147 -2.792 -3.962 -0.187 0.042 -0.046 0.272
H 4.657 -7.301 1.250 0.008 -0.038 -0.060 0.144
H 6.841 2.579 -3.254 -0.016 -0.020 0.003 0.384
H 0.003 -4.555 4.874 -0.101 0.151 -0.043 0.215
H 2.745 0.063 0.617 -0.059 -0.026 -0.033 0.523
H 0.398 -2.845 4.724 -0.229 -0.048 -0.053 0.349
H -6.106 4.334 -2.040 0.002 -0.040 -0.024 0.362
H -0.762 6.521 -2.347 -0.031 0.025 0.002 0.330
H 2.272 -2.075 2.040 -0.010 0.169 0.116 0.101
H -1.027 4.764 -2.323 -0.003 0.020 -0.013 0.296
H -0.350 0.791 -1.118 -0.078 0.042 -0.094 -0.242
H -5.811 9.264 -1.258 -0.010 0.022 -0.042 0.410
H 1.750 -1.185 -0.119 -0.119 0.170 0.203 0.231